w | Formula: C7H11N2
Source: the Open Molecules 2025 dataset
Level of theory: the ωB97M-V functional and the def2-TZVPD basis

Results
Frontier orbital gap   6.95 eV
E_LUMO   -5.382 eV
Charge   +1

Each atom is followed by the atoms it is bonded to, with distances in Å.
Geometry (Å):
1 C 3.081 -0.295 -0.560  C2 1.392, N8 1.370, H10 1.036
2 C 1.849 0.135 -1.043  C1 1.392, N9 1.366, H11 1.119
3 C 1.772 0.105 1.111  N8 1.328, N9 1.366, H12 1.055
4 C -1.954 -0.532 -0.315  C5 1.271, C6 1.527, H13 1.034
5 C -1.800 0.670 0.068  C4 1.271, C7 1.383
6 C -1.244 -1.880 -0.211  C4 1.527, H14 1.087, H15 1.184, H16 1.055
7 C -1.493 2.013 0.186  C5 1.383, H17 1.128, H18 1.222, H19 1.101
8 N 3.017 -0.244 0.807  C1 1.370, C3 1.328, H20 1.080
9 N 1.003 0.351 0.008  C2 1.366, C3 1.366
10 H 3.860 -0.607 -1.168  C1 1.036
11 H 1.383 -0.041 -2.045  C2 1.119
12 H 1.437 0.374 2.074  C3 1.055
13 H -2.951 -0.803 -0.324  C4 1.034
14 H -0.197 -1.594 -0.140  C6 1.087
15 H -1.607 -2.357 0.810  C6 1.184
16 H -1.491 -2.478 -1.043  C6 1.055
17 H -2.107 2.734 -0.427  C7 1.128
18 H -1.522 2.339 1.363  C7 1.222
19 H -0.428 2.052 -0.093  C7 1.101
20 H 3.918 -0.352 1.392  N8 1.080

Results of the natural (NBO) charge analysis, in e, for atoms 1 through 2: -0.092 -0.095

***

x | Formula: C7H11N2
Source: the Open Molecules 2025 dataset
Level of theory: the ωB97M-V functional and the def2-TZVPD basis

Results
Frontier orbital gap   8.09 eV
E_LUMO   -5.840 eV
Charge   +1

Each atom is followed by the atoms it is bonded to, with distances in Å.
Geometry (Å):
1 C 0.947 -1.909 2.058  C2 1.414, C3 1.425, H10 1.036
2 C 0.160 -1.748 0.894  C1 1.414, N9 1.393, H11 1.024
3 C 1.473 -0.602 2.264  C1 1.425, N8 1.288, H12 1.048
4 C 0.260 0.142 -0.833  C5 1.495, C6 1.543, N9 1.409, H13 1.030
5 C -0.845 0.960 -0.248  C4 1.495, C7 1.434, H14 1.146
6 C 0.056 -0.863 -1.986  C4 1.543, H15 1.043, H16 1.111, H17 1.046
7 C -0.532 2.124 0.528  C5 1.434, H18 1.217, H19 1.106, H20 1.038
8 N 1.079 0.217 1.351  C3 1.288, N9 1.316
9 N 0.492 -0.486 0.406  C2 1.393, C4 1.409, N8 1.316
10 H 0.933 -2.615 2.816  C1 1.036
11 H -0.367 -2.540 0.516  C2 1.024
12 H 2.077 -0.259 3.048  C3 1.048
13 H 1.069 0.718 -1.108  C4 1.030
14 H -1.910 0.619 -0.501  C5 1.146
15 H -0.950 -1.138 -2.008  C6 1.043
16 H 0.544 -1.805 -1.655  C6 1.111
17 H 0.438 -0.648 -2.936  C6 1.046
18 H 0.447 1.805 1.176  C7 1.217
19 H -1.384 2.540 1.099  C7 1.106
20 H -0.108 2.811 -0.125  C7 1.038

Results of the natural (NBO) charge analysis, in e, for atoms 1 through 2: -0.270 -0.018

***

y | Formula: C7H11N2
Source: the Open Molecules 2025 dataset
Level of theory: the ωB97M-V functional and the def2-TZVPD basis

Results
Frontier orbital gap   7.66 eV
E_LUMO   -4.939 eV
SMILES   C=C/[NH+]=C\CCC=C=N
Charge   +1

Each atom is followed by the atoms it is bonded to, with distances in Å.
Geometry (Å):
1 C -0.497 0.338 -2.056  C2 1.594, C4 1.456, H10 1.021, H11 1.023
2 C 0.314 1.312 -1.089  C1 1.594, C5 1.449, H12 1.084, H13 1.128
3 C 0.292 0.016 3.076  C6 1.353, H14 1.092, H15 1.034
4 C -1.416 -0.495 -1.295  C1 1.456, C7 1.285, H16 1.102
5 C 1.318 0.610 -0.317  C2 1.449, N8 1.330, H17 1.053
6 C 0.117 0.633 1.885  C3 1.353, N8 1.416, H18 1.167
7 C -1.147 -1.605 -0.706  C4 1.285, N9 1.259
8 N 1.177 0.369 0.984  C5 1.330, C6 1.416, H20 1.143
9 N -0.635 -2.667 -0.263  C7 1.259, H19 0.969
10 H -0.902 0.773 -2.886  C1 1.021
11 H 0.226 -0.265 -2.456  C1 1.023
12 H 0.893 1.904 -1.790  C2 1.084
13 H -0.431 2.027 -0.634  C2 1.128
14 H -0.329 0.144 3.965  C3 1.092
15 H 1.208 -0.431 3.254  C3 1.034
16 H -2.437 -0.090 -1.211  C4 1.102
17 H 2.132 0.151 -0.802  C5 1.053
18 H -0.905 1.115 1.595  C6 1.167
19 H -0.936 -3.492 -0.672  N9 0.969
20 H 1.957 -0.345 1.418  N8 1.143

Results of the natural (NBO) charge analysis, in e, for atoms 1 through 2: -0.358 -0.515

***

Referenced to the most stable arrangement, the calculated values in eV are w 0.305; x 0.654; y 0.000.

***

w | Formula: C3H37N2O14
Source: the Open Molecules 2025 dataset
Level of theory: the ωB97M-V functional and the def2-TZVPD basis

Results
Frontier orbital gap   8.22 eV
E_LUMO   -2.747 eV
Charge   +1

Each atom is followed by the atoms it is bonded to, with distances in Å.
Geometry (Å):
1 C 2.675 1.473 2.595  C2 1.541, H6 1.081, H7 1.027, H8 1.097
2 C 1.827 1.088 1.368  C1 1.541, C3 1.396, N5 1.493
3 C 2.626 0.862 0.246  C2 1.396, N4 1.506, H9 1.114
4 N 1.839 0.644 -1.019  C3 1.506, H10 1.018, H11 1.068, H12 1.071
5 N 0.334 1.071 1.388  C2 1.493, H13 1.033, H14 1.019
6 H 2.620 2.550 2.673  C1 1.081
7 H 3.683 1.287 2.529  C1 1.027
8 H 2.296 1.239 3.597  C1 1.097
9 H 3.715 0.629 0.197  C3 1.114
10 H 2.448 0.257 -1.738  N4 1.018
11 H 1.350 1.479 -1.471  N4 1.068
12 H 1.128 -0.142 -0.870  N4 1.071
13 H 0.024 1.288 2.349  N5 1.033
14 H -0.131 1.549 0.617  N5 1.019
15 H -0.288 2.969 -2.010  O17 0.963
16 H -1.341 1.997 -1.205  O17 1.027
17 O -0.382 2.360 -1.270  H15 0.963, H16 1.027
18 H -1.372 2.825 0.904  O20 1.012
19 H -0.516 4.119 0.967  O20 0.976
20 O -0.943 3.469 1.556  H18 1.012, H19 0.976
21 H -3.612 4.145 0.203  O23 0.863
22 H -4.033 2.882 1.116  O23 1.075
23 O -3.472 3.299 0.300  H21 0.863, H22 1.075
24 H -0.636 -0.414 5.014  O26 0.995
25 H -1.776 -0.311 4.124  O26 1.038
26 O -1.006 0.309 4.440  H24 0.995, H25 1.038
27 H 0.743 -4.772 0.803  O29 1.017
28 H 0.303 -4.254 2.124  O29 0.994
29 O 0.159 -4.025 1.168  H27 1.017, H28 0.994
30 H 0.238 0.298 -3.980  O32 0.999
31 H 1.673 0.588 -4.553  O32 0.941
32 O 1.213 0.098 -3.895  H30 0.999, H31 0.941
33 H 1.497 -3.380 -3.032  O35 0.999
34 H 0.546 -2.295 -3.576  O35 0.954
35 O 0.922 -2.611 -2.757  H33 0.999, H34 0.954
36 H -2.750 -1.998 2.660  O38 1.014
37 H -1.732 -2.136 1.437  O38 1.027
38 O -1.854 -1.652 2.334  H36 1.014, H37 1.027
39 H -1.329 -0.794 -3.107  O41 0.885
40 H -2.258 -0.414 -4.179  O41 0.930
41 O -1.367 -0.428 -3.913  H39 0.885, H40 0.930
42 H -2.449 -0.522 -0.576  O44 0.904
43 H -2.871 0.732 0.045  O44 0.859
44 O -2.277 0.356 -0.447  H42 0.904, H43 0.859
45 H -1.584 -3.926 0.251  O47 1.008
46 H -1.094 -2.854 -0.835  O47 1.088
47 O -1.947 -3.104 -0.207  H45 1.008, H46 1.088
48 H -2.967 1.478 2.943  O50 0.943
49 H -1.977 0.925 1.966  O50 0.966
50 O -2.793 1.438 2.017  H48 0.943, H49 0.966
51 H 1.871 -2.510 0.206  O53 0.938
52 H 2.038 -2.080 -1.154  O53 0.916
53 O 2.470 -2.046 -0.347  H51 0.938, H52 0.916
54 H 3.081 -1.058 -3.313  O56 0.944
55 H 3.873 -1.375 -2.037  O56 1.027
56 O 3.567 -0.604 -2.643  H54 0.944, H55 1.027

Results of the natural (NBO) charge analysis, in e, for atoms 1 through 2: -0.660 0.260

***

x | Formula: C3H37N2O14
Source: the Open Molecules 2025 dataset
Level of theory: the ωB97M-V functional and the def2-TZVPD basis

Results
Frontier orbital gap   10.57 eV
E_LUMO   -2.303 eV
Charge   +1

Each atom is followed by the atoms it is bonded to, with distances in Å.
Geometry (Å):
1 C 0.706 -2.143 -2.413  C2 1.548, H6 1.152, H7 1.080, H8 1.139
2 C 0.002 -1.819 -1.073  C1 1.548, N5 1.449, H9 1.145, H10 1.104
3 N -0.035 1.569 0.316  C4 1.337, H11 1.003, H12 1.039
4 C 0.284 0.313 -0.013  N3 1.337, N5 1.321, H13 1.151
5 N -0.396 -0.443 -0.856  C2 1.449, C4 1.321, H14 1.049
6 H 0.545 -3.234 -2.745  C1 1.152
7 H 0.238 -1.593 -3.215  C1 1.080
8 H 1.789 -1.827 -2.259  C1 1.139
9 H -0.830 -2.555 -0.792  C2 1.145
10 H 0.710 -2.212 -0.322  C2 1.104
11 H -0.904 1.961 0.002  N3 1.003
12 H 0.585 2.322 0.676  N3 1.039
13 H 1.367 -0.051 0.126  C4 1.151
14 H -1.372 -0.235 -1.179  N5 1.049
15 H -3.922 -0.806 0.353  O17 0.938
16 H -4.255 -1.147 1.916  O17 0.964
17 O -3.709 -0.698 1.260  H15 0.938, H16 0.964
18 H 4.270 -2.194 1.294  O20 0.976
19 H 4.784 -1.128 0.347  O20 0.963
20 O 4.232 -1.234 1.129  H18 0.976, H19 0.963
21 H -1.656 -2.159 2.499  O23 0.966
22 H -1.397 -3.462 1.737  O23 0.943
23 O -1.002 -2.851 2.337  H21 0.966, H22 0.943
24 H -2.806 -0.410 3.108  O26 0.952
25 H -2.353 -0.309 4.612  O26 0.968
26 O -2.271 0.077 3.728  H24 0.952, H25 0.968
27 H 1.449 3.660 -0.656  O29 1.021
28 H 2.366 3.618 -1.951  O29 0.983
29 O 1.423 3.577 -1.673  H27 1.021, H28 0.983
30 H 2.345 1.139 -2.315  O32 0.983
31 H 1.195 1.499 -3.208  O32 0.993
32 O 1.565 0.710 -2.731  H30 0.983, H31 0.993
33 H -3.366 -0.522 -2.642  O35 0.992
34 H -2.632 -1.809 -2.134  O35 0.945
35 O -2.984 -0.979 -1.849  H33 0.992, H34 0.945
36 H 2.145 0.250 2.766  O38 0.951
37 H 3.633 0.487 2.625  O38 0.951
38 O 2.926 0.474 3.262  H36 0.951, H37 0.951
39 H -3.641 2.047 -2.991  O41 0.941
40 H -2.541 1.216 -3.678  O41 0.968
41 O -3.437 1.187 -3.312  H39 0.941, H40 0.968
42 H 2.021 2.228 3.653  O44 1.019
43 H 0.943 3.151 3.842  O44 0.993
44 O 1.463 2.838 3.057  H42 1.019, H43 0.993
45 H 0.624 -2.131 1.924  O47 0.993
46 H 1.940 -2.248 2.670  O47 0.971
47 O 1.593 -1.948 1.815  H45 0.993, H46 0.971
48 H -0.170 3.124 -2.137  O50 0.998
49 H -0.802 3.442 -3.461  O50 0.968
50 O -0.866 2.776 -2.761  H48 0.998, H49 0.968
51 H -1.635 -5.043 -0.672  O53 0.943
52 H -0.158 -4.912 -1.125  O53 0.949
53 O -0.891 -4.466 -0.719  H51 0.943, H52 0.949
54 H 0.171 4.280 1.377  O56 0.984
55 H 1.702 4.332 1.576  O56 0.980
56 O 1.018 4.289 0.876  H54 0.984, H55 0.980

Results of the natural (NBO) charge analysis, in e, for atoms 1 through 2: -0.618 -0.298

***

Referenced to the most stable arrangement, the calculated values in eV are w 2.683; x 0.000.

***

w | Formula: C2H7N2OS
Source: the Open Molecules 2025 dataset
Level of theory: the ωB97M-V functional and the def2-TZVPD basis

Results
Frontier orbital gap   9.94 eV
E_LUMO   -4.152 eV
Charge   +1

Each atom is followed by the atoms it is bonded to, with distances in Å.
Geometry (Å):
1 C 3.253 -0.300 1.282  N3 1.183, N4 1.211
2 C -2.072 0.154 -1.214  S6 1.840, H7 1.011, H8 1.113, H9 1.163
3 N 4.045 -0.978 1.840  C1 1.183, H10 1.020
4 N 2.385 0.479 0.956  C1 1.211, H12 1.000
5 O -0.211 0.364 0.471  S6 1.544, H13 0.984
6 S -1.152 -0.791 0.068  C2 1.840, O5 1.544, H11 1.312
7 H -1.750 -0.364 -2.020  C2 1.011
8 H -1.706 1.197 -1.083  C2 1.113
9 H -3.223 0.185 -1.048  C2 1.163
10 H 5.017 -1.210 1.637  N3 1.020
11 H -2.050 -0.600 1.006  S6 1.312
12 H 2.310 1.389 1.362  N4 1.000
13 H 0.732 0.083 0.452  O5 0.984

Results of the natural (NBO) charge analysis, in e, for atoms 1 through 2: 0.689 -0.745

***

x | Formula: C2H7N2OS
Source: the Open Molecules 2025 dataset
Level of theory: the ωB97M-V functional and the def2-TZVPD basis

Results
Frontier orbital gap   9.67 eV
E_LUMO   -4.433 eV
Charge   +1

Each atom is followed by the atoms it is bonded to, with distances in Å.
Geometry (Å):
1 C 1.914 0.359 0.010  N3 1.317, N4 1.296, S6 1.697
2 C -1.817 -0.741 -0.011  O5 1.443, H7 1.108, H8 1.120, H9 1.132
3 N 1.992 -0.883 -0.420  C1 1.317, S6 1.784, H10 0.926
4 N 0.907 1.113 0.323  C1 1.296, H12 1.067, H13 1.153
5 O -1.478 0.662 -0.030  C2 1.443, H11 0.991
6 S 3.545 -0.019 -0.264  C1 1.697, N3 1.784
7 H -2.492 -1.074 0.801  C2 1.108
8 H -0.806 -1.183 0.180  C2 1.120
9 H -2.156 -1.141 -1.014  C2 1.132
10 H 1.617 -1.185 -1.211  N3 0.926
11 H -2.149 1.248 0.404  O5 0.991
12 H 1.148 1.951 0.938  N4 1.067
13 H -0.225 0.893 0.293  N4 1.153

Results of the natural (NBO) charge analysis, in e, for atoms 1 through 2: 0.357 -0.269

***

Referenced to the most stable arrangement, the calculated values in eV are w 0.000; x 0.409.

***

w | Formula: C2H4N2S
Source: the Open Molecules 2025 dataset
Level of theory: the ωB97M-V functional and the def2-TZVPD basis

Results
Frontier orbital gap   9.14 eV
E_LUMO   0.718 eV
SMILES   C1NN2S[C@@H]12

Each atom is followed by the atoms it is bonded to, with distances in Å.
Geometry (Å):
1 C 0.824 -0.189 -0.466  C2 1.753, N3 1.457, H6 1.158, H7 1.055
2 C -0.545 -0.706 0.499  C1 1.753, N4 1.397, S5 1.826, H8 1.063
3 N 0.269 1.077 -0.004  C1 1.457, N4 1.338, H9 0.947
4 N -0.799 0.655 0.682  C2 1.397, N3 1.338, S5 1.890
5 S -2.136 -0.269 -0.284  C2 1.826, N4 1.890
6 H 1.591 -0.414 0.371  C1 1.158
7 H 0.945 -0.503 -1.466  C1 1.055
8 H -0.353 -1.584 1.068  C2 1.063
9 H 0.205 1.934 -0.401  N3 0.947

Results of the natural (NBO) charge analysis, in e, for atoms 1 through 2: -0.267 -0.140

***

x | Formula: C2H4N2S
Source: the Open Molecules 2025 dataset
Level of theory: the ωB97M-V functional and the def2-TZVPD basis

Results
Frontier orbital gap (alpha / beta)   7.12 / 7.15 eV
E_LUMO (alpha / beta)   -2.533 / -2.432 eV

Each atom is followed by the atoms it is bonded to, with distances in Å.
Geometry (Å):
1 C 1.490 0.340 -0.473  N3 1.176, N4 1.249
2 C -1.028 -0.296 0.870  S5 1.755, H6 1.133, H7 1.089, H8 1.087
3 N 1.671 0.514 0.676  C1 1.176
4 N 1.064 -0.072 -1.573  C1 1.249, H9 1.010
5 S -1.401 -0.105 -0.835  C2 1.755
6 H 0.035 0.068 1.025  C2 1.133
7 H -1.072 -1.338 1.184  C2 1.089
8 H -1.648 0.351 1.484  C2 1.087
9 H 0.888 0.539 -2.358  N4 1.010

Results of the natural (NBO) charge analysis, in e, for atoms 1 through 2: 0.426 -0.822

***

Referenced to the most stable arrangement, the calculated values in eV are w 1.271; x 0.000.